Entry from OMol25: a 13-piece molecular cluster, C42H94F21N8O14P2S3 overall in a non-equilibrium geometry (ωB97M-V/def2-TZVPD).

Results
- total charge = +3
- LUMO (eV) = -9.15
- gap between HOMO and LUMO (eV) = 4.568
- DFT total energy (eV) = -193795.167
- E_HOMO (hartree) = -0.50419
- energy above the lowest of the compared OMol25 structures with the same formula, charge and spin (eV) = 6.053

Structure (XYZ):
```
184
Properties=species:S:1:pos:R:3:forces:R:3
C -11.539 9.922 30.524 0.6 -0.3 1.1
C -10.388 9.196 31.106 3.5 -4.6 -4.3
O -9.819 8.196 30.534 -2.7 5.4 4.2
N -9.666 9.820 32.355 0.5 -1.8 0.1
H -9.192 10.686 32.141 0.6 0.1 -0.8
H -10.320 10.168 33.042 -0.8 -0.6 0.5
C -8.635 8.816 32.990 -0.3 0.6 -0.7
H -11.629 9.635 29.477 -0.2 0.1 0.1
H -11.402 10.989 30.702 -0.3 0.2 -0.2
H -12.385 9.576 31.119 -0.8 0.0 -0.2
H -9.107 7.838 33.083 -0.2 0.4 0.4
H -8.271 9.282 33.905 -0.2 -0.3 0.0
H -7.818 8.687 32.280 -0.1 0.3 -0.1
C -10.025 13.784 22.233 -2.2 -1.0 0.6
C -11.278 14.286 23.018 2.0 2.7 -1.8
O -11.673 15.412 22.865 -0.2 -2.0 1.1
N -11.852 13.375 24.061 0.1 2.4 0.7
H -12.673 13.824 24.440 -0.9 0.3 -0.7
H -12.164 12.608 23.482 -0.6 -1.9 -0.2
C -10.971 13.252 25.271 0.1 -0.4 -1.5
H -9.888 12.708 22.342 0.6 0.0 0.6
H -9.177 14.420 22.484 -0.1 -0.2 -0.3
H -10.366 13.798 21.198 0.3 0.8 -0.2
H -11.583 12.650 25.943 0.9 -0.3 0.3
H -10.748 14.246 25.657 -0.4 0.0 0.0
H -10.032 12.877 24.863 -0.1 -0.8 0.8
C -11.144 14.151 29.461 0.8 0.3 -0.7
C -11.766 14.359 30.792 -4.1 -4.3 1.3
O -12.890 13.921 31.129 5.0 3.0 -1.0
N -10.767 14.715 31.910 -0.2 1.2 0.5
H -10.099 13.982 32.101 -0.6 -1.4 0.4
H -10.024 15.311 31.573 -0.3 1.5 -0.7
C -11.359 15.285 33.212 0.9 -0.3 0.1
H -11.410 13.230 28.942 -1.0 0.1 0.3
H -10.063 14.006 29.455 0.3 0.7 0.5
H -11.365 14.995 28.807 0.0 0.1 -0.1
H -12.256 15.861 32.986 0.0 -0.4 0.1
H -10.597 15.924 33.659 0.0 0.2 -0.3
H -11.441 14.460 33.919 -0.8 0.1 -0.3
C -6.855 12.782 26.305 -2.2 -0.8 1.2
C -7.941 12.479 27.418 -1.2 0.4 -1.2
O -9.101 12.871 27.473 3.6 -1.1 0.4
N -7.485 11.460 28.536 -0.3 1.8 -1.0
H -6.498 11.258 28.475 0.8 -1.5 -1.2
H -7.372 11.968 29.402 -0.9 0.5 0.6
C -8.426 10.301 28.688 1.1 0.6 1.7
H -6.177 13.547 26.683 -0.1 0.1 -0.3
H -7.492 13.043 25.460 0.4 0.6 -0.1
H -6.330 11.885 25.976 0.1 -0.1 0.4
H -8.005 9.880 29.601 0.0 -1.0 -0.4
H -8.389 9.652 27.813 -0.4 0.2 0.2
H -9.363 10.745 29.025 -0.3 -0.2 -1.0
C -3.378 6.603 25.644 -0.4 0.7 0.7
C -4.843 6.427 25.332 0.1 -1.2 -1.7
O -5.348 5.389 24.979 0.4 2.1 1.1
N -5.706 7.736 25.251 -1.4 -3.1 0.9
H -5.337 8.486 25.817 0.1 0.4 0.7
H -5.727 8.037 24.287 -0.1 0.4 -1.1
C -7.177 7.387 25.626 -0.2 0.8 -1.4
H -3.190 7.596 26.053 0.1 0.0 0.0
H -2.747 6.493 24.762 -0.3 -0.2 -0.2
H -3.078 5.871 26.393 0.0 -0.1 -0.2
H -7.766 8.227 25.258 0.1 0.5 1.0
H -7.350 7.041 26.645 0.6 0.6 0.0
H -7.634 6.669 24.945 1.0 -0.5 -0.1
C -14.764 11.665 31.069 -0.4 -1.1 0.1
C -14.559 11.374 29.546 0.1 0.4 0.8
C -15.641 11.903 28.614 0.4 1.6 -0.9
N -15.940 11.195 27.291 -1.4 -0.8 -0.4
C -16.685 9.890 27.507 1.9 0.0 1.8
C -14.696 10.938 26.428 -0.1 1.1 -0.1
C -14.993 11.580 25.096 0.7 0.7 -1.3
C -16.493 11.698 24.942 0.2 -0.8 0.7
C -16.908 12.005 26.383 0.7 -0.2 0.1
H -15.357 12.548 31.311 -0.3 -0.1 -0.3
H -13.824 11.860 31.585 0.3 -0.1 -0.3
H -15.145 10.779 31.578 -0.6 0.2 -0.1
H -14.433 10.315 29.319 0.5 -0.1 0.5
H -13.660 11.981 29.439 0.4 -0.5 -1.2
H -15.290 12.833 28.167 0.1 0.5 0.4
H -16.518 12.186 29.197 -0.5 -0.6 -0.5
H -15.874 9.303 27.938 -0.4 -0.9 -0.3
H -17.106 9.448 26.604 0.1 0.4 0.1
H -17.330 10.033 28.374 -0.6 0.0 -0.5
H -14.495 9.876 26.289 -0.2 0.1 0.5
H -13.804 11.443 26.799 -0.2 -0.4 0.8
H -14.426 11.003 24.366 -0.6 0.0 -0.5
H -14.646 12.597 24.915 0.6 0.2 0.7
H -16.788 10.721 24.559 -1.0 0.3 0.0
H -16.835 12.552 24.357 0.2 -0.5 -0.5
H -17.926 11.700 26.627 0.1 0.4 0.2
H -16.692 13.059 26.554 -0.3 0.0 0.2
C -11.633 5.884 28.825 0.0 -0.5 -0.5
C -10.656 4.690 29.044 0.7 1.6 0.6
C -9.194 5.214 29.340 -0.8 -1.0 0.1
N -8.212 4.063 29.572 0.7 -0.7 0.3
C -8.663 3.096 30.677 0.0 0.6 -0.9
C -6.777 4.531 29.876 0.3 0.6 0.7
C -5.980 4.217 28.614 0.5 0.7 0.6
C -6.523 2.882 28.197 -0.5 1.1 0.3
C -8.019 3.232 28.316 -0.4 -1.3 -0.7
H -11.549 6.597 29.645 -0.4 -0.3 0.3
H -12.613 5.416 28.742 -0.2 0.4 0.5
H -11.567 6.508 27.933 0.6 -0.5 -0.2
H -10.634 3.995 28.205 -0.1 0.1 -0.1
H -11.106 4.193 29.904 0.4 -0.3 0.0
H -9.047 5.840 30.220 -0.6 0.0 0.0
H -8.910 5.826 28.484 0.5 -0.3 -0.1
H -8.809 3.591 31.637 0.2 0.2 -0.2
H -7.849 2.372 30.710 -0.4 -0.2 0.3
H -9.611 2.676 30.340 0.3 -0.2 0.2
H -6.348 4.040 30.749 -0.4 -1.1 -0.2
H -6.773 5.527 30.319 -0.3 0.5 -1.1
H -4.916 4.097 28.819 0.0 0.6 0.0
H -6.191 4.963 27.847 0.4 0.1 0.0
H -6.147 2.177 28.939 -0.5 -0.5 -0.2
H -6.139 2.622 27.211 -0.6 -0.2 0.0
H -8.638 2.335 28.342 -0.2 0.2 0.3
H -8.403 3.842 27.498 0.5 0.0 -0.2
C -16.058 7.169 19.682 -1.6 1.2 0.3
C -15.106 7.284 20.861 1.7 -0.6 -0.3
C -13.870 6.442 20.619 1.4 0.0 0.6
N -12.829 6.463 21.813 -1.0 -0.3 0.0
C -12.400 7.894 22.187 -0.7 -0.4 -0.4
C -11.615 5.670 21.372 -0.4 -2.0 1.9
C -10.966 5.218 22.742 0.2 1.1 -0.4
C -12.141 4.979 23.714 -0.7 -0.7 -1.1
C -13.391 5.688 23.035 1.2 -0.2 0.8
H -16.630 8.096 19.698 -0.2 0.1 0.0
H -16.826 6.417 19.866 0.3 -0.3 -0.2
H -15.744 7.154 18.638 0.8 -0.5 0.3
H -15.571 6.940 21.785 -0.2 0.2 0.0
H -14.690 8.279 21.017 -0.7 0.3 -0.1
H -13.237 6.797 19.805 -0.3 0.4 -0.2
H -14.074 5.404 20.358 0.0 -0.1 0.5
H -13.032 8.330 22.961 0.0 -0.5 0.1
H -12.594 8.511 21.310 0.6 0.0 -0.1
H -11.361 7.892 22.517 -0.2 0.0 -0.2
H -11.035 6.066 20.538 0.0 0.7 0.6
H -11.988 4.711 21.012 -0.5 0.1 -0.4
H -10.337 6.014 23.140 0.2 0.0 0.0
H -10.354 4.324 22.618 0.0 0.1 -0.2
H -11.905 5.127 24.767 -0.2 1.1 -0.2
H -12.367 3.913 23.754 -0.1 -0.2 -0.5
H -13.955 6.315 23.726 0.4 0.5 -0.3
H -14.104 4.920 22.733 0.2 0.1 -0.6
C -3.706 7.761 29.233 -0.3 -0.6 -0.2
F -2.751 8.477 28.594 -1.1 -0.9 1.4
F -3.802 6.533 28.641 0.5 0.9 0.7
F -3.442 7.569 30.567 -0.4 0.7 -2.4
S -5.439 8.541 28.887 -1.5 1.7 0.0
O -6.463 7.459 28.931 2.1 1.4 -0.6
O -5.648 9.524 29.964 0.2 -0.5 -0.1
O -5.308 9.323 27.598 -0.1 -2.1 1.5
C -16.263 6.414 29.725 -0.3 2.3 0.2
F -17.612 6.164 29.735 2.2 0.0 0.1
F -15.531 5.355 30.030 -0.6 -0.1 -0.1
F -15.922 6.799 28.447 -0.4 -0.4 0.6
S -15.786 7.919 30.932 -2.5 -1.6 2.7
O -16.219 7.414 32.251 1.4 0.1 -1.8
O -14.324 8.070 30.775 -0.9 0.5 -0.6
O -16.691 9.019 30.563 1.7 -0.3 -1.2
C -15.367 12.169 20.423 0.0 -0.8 0.9
F -16.269 11.456 21.198 0.8 1.3 -0.3
F -14.819 11.202 19.665 -0.2 0.8 -0.5
F -16.019 13.112 19.748 0.3 -1.1 0.0
S -14.000 13.028 21.388 -0.9 2.8 0.6
O -13.398 12.026 22.251 0.4 -1.4 1.1
O -13.027 13.512 20.429 -0.9 -0.2 0.1
O -14.752 14.046 22.173 1.1 -1.6 -1.1
P -6.873 10.106 22.465 0.6 -0.4 -3.8
F -5.339 9.677 22.695 0.9 0.6 1.9
F -7.046 10.762 23.968 -0.2 -0.7 -0.7
F -6.355 11.556 21.882 -1.2 -1.0 0.9
F -8.488 10.401 22.049 2.4 -0.5 1.2
F -6.581 9.430 20.967 -1.7 0.6 1.0
F -7.198 8.553 23.073 -0.9 1.3 -0.1
P -11.003 8.918 25.939 0.7 -1.0 -0.9
F -12.063 7.690 25.693 0.0 0.7 0.3
F -10.055 8.335 24.803 0.4 -0.6 -1.3
F -11.711 9.786 24.841 -1.3 1.1 -0.2
F -9.851 10.132 26.090 -1.0 -0.2 1.1
F -11.967 9.524 27.150 1.2 -0.2 -0.7
F -10.183 7.960 26.923 0.1 0.5 1.7
```
Positions in Å, forces in eV/Å.